1.
# C39H33Br2O2P2Pt

C39H33Br2O2P2Pt as an isolated structure (ωB97M-V with the def2-TZVPD basis set, the Open Molecules 2025 dataset).

XYZ file:
```
79
Properties=species:S:1:pos:R:3:mulliken_charge:R:1
Pt -0.729 -0.680 -0.973 1.55
O 1.378 1.472 -1.290 -0.05
C 2.661 1.107 -0.999 1.20
C 3.759 1.955 -0.922 -0.88
C 5.020 1.443 -0.668 -0.87
C 5.211 0.086 -0.468 -1.00
C 4.115 -0.754 -0.483 -0.26
C 2.843 -0.257 -0.736 0.18
P 1.444 -1.415 -0.624 0.29
C 1.618 -2.048 1.074 0.53
C 1.153 -3.319 1.413 -0.58
C 1.232 -3.763 2.721 -0.83
C 1.744 -2.936 3.709 -0.49
C 2.169 -1.657 3.388 -0.81
C 2.096 -1.209 2.081 -0.58
C 1.942 -2.703 -1.811 0.77
C 1.538 -2.478 -3.126 -0.87
C 1.896 -3.356 -4.130 -0.92
C 2.677 -4.460 -3.827 -0.56
C 3.087 -4.687 -2.524 -0.83
C 2.714 -3.819 -1.510 0.00
C 0.903 2.759 -1.261 0.22
C 1.469 3.848 -1.910 -0.68
C 0.892 5.101 -1.782 -0.69
C -0.248 5.284 -1.016 -0.98
C -0.867 4.188 -0.447 -0.65
C -0.309 2.922 -0.578 0.56
P -1.250 1.427 -0.116 1.36
C -2.864 1.842 -0.857 1.12
C -3.044 1.362 -2.153 -0.83
C -4.218 1.612 -2.838 -1.00
C -5.220 2.350 -2.229 -0.55
C -5.038 2.855 -0.952 -0.88
C -3.862 2.607 -0.261 -0.29
C -1.401 1.488 1.672 -0.68
C -2.499 0.694 2.329 0.92
C -2.575 0.934 3.795 -1.20
C -1.578 1.541 4.479 -0.44
C -0.429 2.026 3.820 -0.83
C -0.380 2.015 2.433 -0.56
H 3.642 3.019 -1.040 0.57
H 5.863 2.116 -0.631 0.42
H 6.198 -0.312 -0.289 0.45
H 4.228 -1.810 -0.288 0.39
H 0.731 -3.956 0.647 0.48
H 0.882 -4.754 2.976 0.43
H 1.801 -3.284 4.729 0.42
H 2.558 -1.007 4.157 0.46
H 2.412 -0.207 1.831 0.37
H 0.938 -1.605 -3.352 0.52
H 1.567 -3.184 -5.143 0.44
H 2.963 -5.146 -4.610 0.40
H 3.705 -5.544 -2.297 0.44
H 3.022 -4.017 -0.494 0.42
H 2.328 3.723 -2.549 0.70
H 1.334 5.942 -2.291 0.42
H -0.674 6.269 -0.903 0.47
H -1.791 4.310 0.099 0.38
H -2.244 0.785 -2.619 0.36
H -4.362 1.222 -3.835 0.45
H -6.147 2.527 -2.750 0.42
H -5.820 3.442 -0.493 0.45
H -3.728 3.010 0.733 0.45
H -3.466 0.907 1.850 0.42
H -3.453 0.562 4.299 0.54
H -1.658 1.673 5.548 0.43
H 0.386 2.445 4.389 0.52
H 0.450 2.483 1.918 0.47
Br -4.965 -1.587 -1.706 -0.06
C -3.584 -2.911 -1.458 -0.32
Br -1.986 -2.452 -2.461 -0.15
H -3.949 -3.865 -1.828 0.51
H -3.315 -2.941 -0.406 0.02
C -1.675 -1.657 3.053 -1.51
C -2.195 -0.776 1.968 0.36
O -2.349 -1.164 0.826 -0.63
H -0.969 -1.127 3.684 0.41
H -1.214 -2.551 2.632 0.36
H -2.514 -1.958 3.682 0.41
```

Net charge ... +1
Multiplicity ... 3
E_LUMO (spin up / spin down) ... -1.99 / -3.72 eV
Kohn-Sham gap (spin up / spin down) ... 7.4786 / 7.0318 eV
Relative energy (zero: lowest compared OMol25 entry of this formula, charge and spin) ... 0.0 kcal per mole


2.
# C39H33F6N2O3SSn

C39H33F6N2O3SSn as an isolated structure (ωB97M-V with the def2-TZVPD basis set, the Open Molecules 2025 dataset).

XYZ file:
```
85
Properties=species:S:1:pos:R:3:mulliken_charge:R:1
Sn -0.876 -1.019 0.155 1.27
C 5.077 -3.188 -0.686 -1.39
C 3.570 -3.188 -0.696 0.71
O 2.840 -2.857 0.215 -0.60
N 3.033 -3.643 -1.906 -0.07
C 1.627 -3.785 -2.050 -0.37
C 1.083 -4.706 -0.972 0.45
C 1.624 -5.982 -0.730 -0.79
C 0.927 -6.860 0.124 -0.46
C -0.201 -6.396 0.725 -0.90
C -0.591 -5.060 0.549 -0.24
N 0.025 -4.252 -0.307 0.30
H 5.407 -2.685 0.235 0.32
H 5.459 -2.649 -1.563 0.36
H 5.481 -4.185 -0.698 0.38
H 3.649 -3.972 -2.624 0.26
H 1.392 -4.206 -3.066 0.42
H 1.171 -2.823 -1.892 0.00
H 2.533 -6.298 -1.229 0.44
H 1.319 -7.872 0.302 0.39
H -0.741 -7.022 1.416 0.39
H -1.473 -4.695 1.059 0.43
C -2.966 -2.027 -3.605 -1.81
C -2.925 -1.908 -2.106 0.93
O -1.696 -1.447 -1.697 -0.57
C -3.312 -3.266 -1.327 0.68
F -2.522 -4.270 -1.781 -0.26
F -3.032 -3.038 0.066 -0.21
F -4.611 -3.628 -1.418 -0.27
C -4.064 -0.829 -1.720 0.70
F -5.227 -1.022 -2.472 -0.34
F -4.407 -0.867 -0.447 -0.25
F -3.598 0.416 -2.036 -0.25
H -2.229 -2.755 -3.904 0.44
H -2.756 -1.053 -4.081 0.36
H -3.936 -2.407 -3.948 0.41
O -2.104 0.789 0.393 -0.44
S -2.872 1.499 1.617 0.04
C -4.612 1.721 1.195 0.28
C -5.560 1.328 2.097 -0.12
C -6.894 1.349 1.724 -0.54
C -7.283 1.714 0.423 -0.48
C -6.325 2.107 -0.514 -0.52
C -4.974 2.213 -0.103 -0.39
C -2.318 3.183 1.582 0.57
C -1.381 3.533 0.621 -0.19
C -0.955 4.848 0.619 -0.63
C -1.445 5.782 1.538 -0.63
C -2.534 5.433 2.375 -0.53
C -2.952 4.128 2.385 -0.55
H -5.250 0.997 3.087 0.45
H -7.643 0.972 2.438 0.36
H -8.318 1.693 0.145 0.43
H -6.571 2.264 -1.564 0.43
H -4.195 2.590 -0.777 0.30
H -1.006 2.758 -0.073 0.43
H -0.266 5.137 -0.135 0.47
H -1.104 6.792 1.599 0.45
H -2.985 6.173 3.023 0.41
H -3.808 3.807 2.974 0.38
C 0.855 0.184 -0.113 0.13
C 2.014 0.638 0.071 -0.87
C 3.168 1.408 0.423 0.80
C 3.992 1.881 -0.669 0.70
C 5.023 2.823 -0.387 -0.44
C 5.881 3.295 -1.417 -0.73
C 5.752 2.874 -2.741 -0.44
C 4.706 2.014 -3.035 -0.71
C 3.787 1.604 -2.048 -0.32
C 3.337 1.811 1.795 0.39
C 2.149 2.060 2.550 -0.62
C 2.222 2.175 3.943 -0.64
C 3.443 2.226 4.608 -0.44
C 4.595 2.174 3.838 -0.66
C 4.560 1.791 2.504 -0.49
H 5.179 3.232 0.620 0.50
H 6.719 3.945 -1.142 0.36
H 6.457 3.196 -3.496 0.43
H 4.548 1.702 -4.087 0.37
H 2.898 1.056 -2.357 0.41
H 1.204 2.092 2.059 0.63
H 1.283 2.328 4.527 0.35
H 3.527 2.325 5.689 0.41
H 5.542 2.313 4.339 0.37
H 5.459 1.486 1.971 0.68
```

Net charge ... +1
E_LUMO (spin up / spin down) ... -5.14 / -5.14 eV
Kohn-Sham gap (spin up / spin down) ... 4.8496 / 4.8472 eV


3.
# C39H33GeN4ORuS3

C39H33GeN4ORuS3 as an isolated structure (ωB97M-V with the def2-TZVPD basis set, the Open Molecules 2025 dataset).

XYZ file:
```
82
Properties=species:S:1:pos:R:3:mulliken_charge:R:1
Ru 0.439 -0.633 0.666 1.20
S 1.160 -0.987 2.811 -0.46
C 1.796 -2.514 2.259 0.72
S 2.254 -2.424 0.597 -0.36
C 1.846 -3.614 3.058 0.73
C 2.323 -4.861 2.565 -0.32
N 2.695 -5.866 2.149 -0.46
C 1.339 -3.559 4.390 -0.19
N 0.897 -3.505 5.451 -0.46
N -0.076 -3.403 -1.588 -0.21
C -0.753 -3.557 -0.423 0.02
N -0.889 -2.623 0.476 0.63
C -1.679 -3.057 1.546 -0.83
C -2.052 -2.303 2.655 -0.14
C -2.786 -2.907 3.659 -0.77
C -3.185 -4.237 3.555 -0.57
C -2.875 -4.985 2.433 -0.45
C -2.121 -4.382 1.438 0.88
S -1.555 -5.064 -0.067 -0.28
H 0.630 -2.685 -1.600 -0.03
H 0.172 -4.244 -2.084 0.29
H -1.772 -1.262 2.721 0.40
H -3.054 -2.339 4.539 0.42
H -3.744 -4.695 4.359 0.41
H -3.212 -6.007 2.332 0.42
C 0.607 -0.355 -7.649 -1.51
C 0.183 -0.459 -6.217 0.55
C -1.081 -0.941 -5.887 -0.94
C -1.521 -1.006 -4.581 0.80
C -2.893 -1.558 -4.301 -1.71
C -0.659 -0.566 -3.544 0.50
C -1.199 -0.576 -2.213 0.06
O -0.626 -0.297 -1.149 -0.50
C 0.656 -0.110 -3.864 0.61
C 1.645 0.346 -2.833 -0.61
C 1.040 -0.070 -5.190 -0.92
H -0.089 -0.873 -8.304 0.38
H 1.606 -0.765 -7.794 0.38
H 0.638 0.695 -7.948 0.33
H -1.737 -1.271 -6.683 0.32
H -3.326 -1.956 -5.215 0.39
H -3.567 -0.781 -3.933 0.38
H -2.859 -2.363 -3.566 0.37
H -2.259 -0.849 -2.137 0.45
H 1.265 1.201 -2.276 0.06
H 2.577 0.646 -3.309 0.45
H 1.876 -0.446 -2.118 0.01
H 2.035 0.281 -5.438 0.43
C 4.147 3.018 -0.936 -0.60
C 4.152 1.794 -0.283 -0.88
C 3.023 1.379 0.410 -0.06
C 1.878 2.178 0.445 0.44
C 1.883 3.405 -0.217 -0.48
C 3.019 3.826 -0.892 -0.69
Ge 0.294 1.671 1.539 1.07
C 0.748 2.002 3.414 -0.24
C -0.202 1.852 4.425 0.19
C 0.145 2.072 5.748 -0.80
C 1.445 2.434 6.072 -0.51
C 2.394 2.593 5.072 -0.79
C 2.051 2.368 3.748 -0.03
C -1.239 2.779 1.000 0.14
C -1.827 2.663 -0.258 -0.12
C -2.815 3.552 -0.651 -0.66
C -3.227 4.557 0.214 -0.56
C -2.647 4.675 1.468 -0.66
C -1.661 3.785 1.867 -0.57
H 5.030 3.349 -1.467 0.40
H 5.034 1.167 -0.298 0.46
H 3.063 0.448 0.961 0.44
H 1.004 4.039 -0.188 0.43
H 3.022 4.792 -1.381 0.43
H -1.216 1.558 4.174 0.46
H -0.595 1.951 6.529 0.42
H 1.722 2.582 7.108 0.40
H 3.406 2.884 5.322 0.43
H 2.796 2.485 2.971 0.36
H -1.508 1.880 -0.932 0.10
H -3.263 3.463 -1.632 0.45
H -4.001 5.249 -0.090 0.39
H -2.959 5.462 2.143 0.43
H -1.205 3.878 2.846 0.36
```

Net charge ... +1
Multiplicity ... 5
E_LUMO (spin up / spin down) ... -3.73 / -5.40 eV
Kohn-Sham gap (spin up / spin down) ... 7.3097 / 5.6108 eV
Relative energy (zero: lowest compared OMol25 entry of this formula, charge and spin) ... 28.2 kcal per mole